1.
A single C4H3Br2P molecule in a non-equilibrium geometry. Source: the Open Molecules 2025 dataset; level of theory: ωB97M-V/def2-TZVPD.

CARTESIAN COORDINATES (ANGSTROEM)
C  0.8920  -0.6097  0.0518
C  -0.5266  -0.8286  0.0262
C  1.4816  0.5833  -0.0718
C  -1.4130  0.1729  0.0073
P  -1.9502  1.8063  0.0085
Br  3.3494  0.8043  0.0021
Br  -3.3908  -0.0853  -0.0064
H  1.4922  -1.4979  0.1887
H  -0.8749  -1.8498  0.0249
H  0.9403  1.5045  -0.2313

Force components x, y, z for each atom (eV/Å):
0.60 0.09 0.03
-0.21 0.09 -0.06
0.07 -0.18 -0.01
-1.68 0.51 0.01
2.96 2.97 0.03
-0.18 -0.05 -0.01
-1.65 -3.42 -0.04
0.17 0.00 -0.01
-0.08 -0.08 0.03
0.00 0.05 0.02

As for the spin multiplicity: 3. The value obtained for the LUMO energy (alpha / beta) is 0.1 / -1.7 eV. The orbital gap (alpha / beta) comes out at 6.70 / 7.42 eV. The expectation value of S² is 2.05. The value obtained for the energy is -153565.87347 eV.

***

2.
A single C4H3BrOS molecule in a non-equilibrium geometry. Source: the Open Molecules 2025 dataset; level of theory: ωB97M-V/def2-TZVPD.

CARTESIAN COORDINATES (ANGSTROEM)
C  -0.1141  -0.0298  -0.0763
C  -0.5580  -0.4011  1.2653
C  -0.5374  -0.6294  -1.2374
C  -1.7232  -0.9519  1.5656
O  -2.1155  -1.4716  -2.8243
S  -1.7706  -1.7772  -1.4227
Br  -2.5275  -1.8858  2.9247
H  0.4685  0.8379  -0.0223
H  -0.0730  0.2458  2.0617
H  -0.3791  -0.1060  -2.1268

Force components x, y, z for each atom (eV/Å):
-1.61 -2.08 -0.24
-0.12 1.77 1.11
0.72 1.49 3.28
0.00 -1.16 -0.63
-1.10 -0.50 -1.10
0.38 -0.19 0.42
0.27 0.53 -0.08
1.11 0.97 -0.73
-0.21 -1.23 -0.50
0.56 0.40 -1.53

The value obtained for the LUMO energy (alpha / beta) is -1.0 / -1.5 eV. The value obtained for the relative energy (zero: lowest compared OMol25 entry of this formula, charge and spin) is 428.0 kJ/mol. The orbital gap (alpha / beta) comes out at 7.23 / 7.32 eV. The value obtained for the energy is -87116.63740 eV.

***

3.
A molecular structure, C4H3CaFO5 in a non-equilibrium geometry. Source: the Open Molecules 2025 dataset; level of theory: ωB97M-V/def2-TZVPD.

CARTESIAN COORDINATES (ANGSTROEM)
O  -0.9665  -4.2642  -1.1465
C  -1.2730  -5.3227  -1.5392
O  -1.5530  -6.3610  -1.9242
O  0.3127  -0.4490  -0.0268
C  -0.4465  3.2840  0.3720
C  0.4419  0.5010  0.7177
O  -0.6689  4.4163  0.0790
O  0.7301  2.8827  0.8661
C  1.3191  1.6833  0.4127
Ca  -0.5682  -2.3971  -0.1713
F  0.0226  0.4333  1.9456
H  -1.1120  2.3694  0.1769
H  1.4794  1.6882  -0.6790
H  2.2824  1.5358  0.9170

Force components x, y, z for each atom (eV/Å):
0.22 0.95 0.32
-0.72 -3.22 -1.29
0.26 1.21 0.45
-0.54 -0.21 0.04
-1.12 0.45 -1.88
1.78 0.64 0.68
-0.16 -1.56 0.78
2.19 -0.22 1.00
-1.22 0.79 -0.81
-0.10 0.19 0.33
-0.53 -0.17 -0.26
0.05 1.02 0.16
0.08 0.07 0.37
-0.21 0.06 0.11

As for the charge: +2. The value obtained for the LUMO energy is -9.6 eV. The orbital gap comes out at 7.29 eV. The value obtained for the energy is -35574.00705 eV.